# 1
The following is a DFT calculation (ωB97M-V/def2-TZVPD) of a gas-phase ion, C5H11N2O (charge +1) in a non-equilibrium geometry.

Geometry as XYZ:
```
19
Properties=species:S:1:pos:R:3
C 1.66 1.93 -0.10
N 0.57 1.46 0.30
C 0.00 0.28 -0.11
N -1.43 0.20 0.35
C -2.39 -0.64 -0.37
C 0.59 -0.93 0.88
C 1.86 -1.54 0.49
O -0.18 -1.27 1.76
H 1.81 2.89 0.38
H 2.21 1.81 -1.02
H 0.12 -0.10 -1.15
H -1.25 -0.25 1.34
H -1.81 1.16 0.53
H -2.97 0.03 -1.06
H -1.77 -1.46 -0.82
H -3.04 -1.03 0.34
H 2.80 -1.06 0.88
H 2.00 -1.57 -0.60
H 1.93 -2.51 1.01
```

The calculation puts the gap between HOMO and LUMO at 0.392 Ha. Its net charge is +1. Its total energy is -381.55424 hartree. Its structure (SMILES) is C=N[C@H]([NH2+]C)C(C)=O. The maximum force is 3.6 eV Å⁻¹. The LUMO energy comes out at -3.86 eV. Its relative energy (zero: lowest compared OMol25 entry of this formula, charge and spin) is 288.06 kJ/mol.



# 2
The following is a DFT calculation (ωB97M-V/def2-TZVPD) of C4H6O2S2 in the gas phase in a non-equilibrium geometry.

Geometry as XYZ:
```
14
Properties=species:S:1:pos:R:3
O 2.10 -0.49 0.53
C 1.26 0.32 0.17
O 1.50 1.42 -0.61
C -0.30 0.29 0.42
C -0.99 0.47 -0.90
S -0.67 -1.02 -1.80
S -1.10 -2.17 -0.15
C -0.51 -1.05 1.15
H 2.48 1.36 -1.06
H -0.37 1.26 1.07
H -0.61 1.32 -1.49
H -2.07 0.67 -0.75
H -1.26 -1.01 1.94
H 0.55 -1.36 1.48
```

The calculation puts the gap between HOMO and LUMO at 0.315 Ha. Its net charge is 0. Its total energy is -1102.86570 hartree. Its structure (SMILES) is O=C(O)C1CSSC1. The maximum force is 4.1 eV Å⁻¹. The LUMO energy comes out at 0.42 eV. Its relative energy (zero: lowest compared OMol25 entry of this formula, charge and spin) is 84.64 kJ/mol.



# 3
The following is a DFT calculation (ωB97M-V/def2-TZVPD) of a gas-phase ion, C9H12FN2 (charge +1) in a non-equilibrium geometry.

Geometry as XYZ:
```
24
Properties=species:S:1:pos:R:3
C 0.33 2.97 0.19
C 1.50 2.18 -0.05
C -0.90 2.45 0.11
C 1.55 0.87 0.14
C 2.13 -0.43 -0.05
C -1.29 1.02 -0.18
C 0.00 -1.27 0.05
C -0.60 -1.74 -1.36
C -0.55 -2.38 1.01
N 1.37 -1.44 -0.09
N -0.29 0.09 0.51
F 3.44 -0.62 -0.18
H 0.61 4.04 0.44
H 2.37 2.75 -0.29
H -1.62 3.19 0.31
H -2.18 0.70 0.23
H -1.47 0.89 -1.18
H 0.08 -1.40 -2.09
H -1.43 -1.19 -1.47
H -0.67 -2.80 -1.39
H 0.18 -3.07 1.16
H -1.52 -2.88 0.64
H -0.64 -2.03 1.99
H -0.38 0.10 1.54
```

The calculation puts the gap between HOMO and LUMO at 0.325 Ha. Its net charge is +1. Its total energy is -559.11480 hartree. The maximum force is 4.3 eV Å⁻¹. The LUMO energy comes out at -4.76 eV. Its relative energy (zero: lowest compared OMol25 entry of this formula, charge and spin) is 83.72 kJ/mol.



# 4
The following is a DFT calculation (ωB97M-V/def2-TZVPD) of 2 unconnected molecules or ions with the total composition C5H10N3 in a non-equilibrium geometry.

Geometry as XYZ:
```
18
Properties=species:S:1:pos:R:3
C -1.72 -1.57 -0.51
C -0.48 -0.75 -0.63
C -0.47 0.49 -0.03
C 0.66 1.34 -0.20
N 1.79 0.78 -0.61
C 2.31 -0.04 0.40
N 1.86 -1.07 0.90
N -2.92 1.03 0.49
H -1.82 -1.90 0.53
H -1.77 -2.42 -1.18
H 0.43 -1.11 -1.11
H -1.52 0.90 0.39
H 0.58 2.42 -0.13
H 3.32 0.31 0.68
H 2.30 -1.29 1.78
H -2.91 1.20 1.51
H -3.41 1.83 0.08
H -2.52 -0.88 -0.75
```

The calculation puts the gap between HOMO and LUMO at 0.187 Ha. Its net charge is +1. Its total energy is -360.22886 hartree. The maximum force is 4.1 eV Å⁻¹. The LUMO energy comes out at -8.43 eV. Its relative energy (zero: lowest compared OMol25 entry of this formula, charge and spin) is 909.05 kJ/mol.



# 5
The following is a DFT calculation (ωB97M-V/def2-TZVPD) of 2 unconnected molecules or ions with the total composition C3H6BrNOS in a non-equilibrium geometry.

Geometry as XYZ:
```
13
Properties=species:S:1:pos:R:3
C 1.42 0.82 -0.47
C 0.06 0.28 -0.17
S -0.51 0.09 1.35
C -0.66 -0.23 -1.43
N -2.00 -0.38 -1.36
O -0.18 -0.32 -2.52
H 1.87 0.73 0.45
H 1.90 0.23 -1.30
H 1.27 1.88 -0.67
H -2.49 -0.53 -0.50
H -2.37 -0.44 -2.29
Br 1.03 -1.03 5.17
H 0.67 -1.09 3.75
```

The calculation puts the gap between HOMO and LUMO at 0.298 Ha. Its net charge is 0. Its total energy is -3220.08912 hartree. Its structure (SMILES) is CC(=S)C(N)=O.Br. The maximum force is 2.8 eV Å⁻¹. The LUMO energy comes out at -1.27 eV. Its relative energy (zero: lowest compared OMol25 entry of this formula, charge and spin) is 50.68 kJ/mol.



# 6
The following is a DFT calculation (ωB97M-V/def2-TZVPD) of 2 unconnected molecules or ions with the total composition C8H23FINSSi2.

Geometry as XYZ:
```
37
Properties=species:S:1:pos:R:3
C 0.53 -3.21 4.39
C 0.76 -3.47 2.91
F -0.20 -2.88 2.16
S 0.72 -5.29 2.54
I 1.90 -5.43 0.29
H 0.89 -4.03 5.01
H -0.53 -3.06 4.56
H 1.06 -2.30 4.67
H 1.74 -3.15 2.55
H -0.57 -5.28 2.15
C 1.45 4.22 -1.23
Si 0.53 2.65 -1.71
C 1.73 1.62 -2.75
C -0.87 3.17 -2.88
N -0.02 1.84 -0.33
Si -0.88 0.43 -0.17
C 0.03 -1.08 -0.88
C -2.60 0.43 -0.97
C -1.17 0.05 1.66
H 1.82 4.76 -2.10
H 0.79 4.89 -0.67
H 2.30 3.98 -0.59
H 2.20 2.24 -3.51
H 1.22 0.79 -3.26
H 2.52 1.19 -2.12
H -1.65 3.69 -2.32
H -1.32 2.32 -3.38
H -0.49 3.85 -3.65
H 0.03 -1.06 -1.97
H -0.45 -2.01 -0.55
H 1.07 -1.09 -0.55
H -3.15 1.33 -0.68
H -3.18 -0.44 -0.67
H -2.53 0.42 -2.06
H -1.74 0.85 2.13
H -0.22 -0.04 2.19
H -1.73 -0.88 1.80
```

The calculation puts the gap between HOMO and LUMO at 0.071 Ha. Its net charge is 0. Its total energy is -1748.01370 hartree. The maximum force is 0.3 eV Å⁻¹. The LUMO energy comes out at -4.17 eV.



Calculated HOMO energy (Eh), listed in the same order as above: -0.534; -0.300; -0.500; -0.497; -0.344; -0.224